Entry one
This record from OMol25 describes C33H66ClN3O6RbSb2Se4Si3 as an isolated structure. The level of theory is ωB97M-V/def2-TZVPD.

Geometry as XYZ:
```
119
Properties=species:S:1:pos:R:3:mulliken_charge:R:1
Rb -1.2921 -2.2351 2.4726 0.398
C -0.4320 2.7121 4.2504 -1.412
C -1.2955 1.6583 3.5962 1.370
C -2.4629 1.2194 4.6032 -1.554
O -0.6138 0.5022 3.0993 0.524
C -1.9730 2.3427 2.4081 -0.167
O -3.1871 2.2473 2.2742 -0.619
O -1.2034 2.8577 1.4708 -0.362
H -0.0550 2.2213 5.1626 0.441
H -1.0345 3.5960 4.5250 0.384
H 0.4512 3.1306 3.6014 0.130
H -2.1148 0.8755 5.5597 0.320
H -3.2382 0.5829 4.1243 0.194
H -3.0570 2.0767 4.8310 0.440
H 0.2151 0.5539 3.6142 -0.340
C -3.0034 -4.4414 5.4797 -0.664
O -2.7232 -4.4121 4.0626 -0.077
C -3.7654 -5.0608 3.2632 -0.445
C -3.4158 -5.1202 1.7743 -0.637
O -3.4936 -3.8008 1.1544 -0.144
C -3.9992 -3.9708 -0.2046 -0.846
H -4.0504 -4.2987 5.6619 0.317
H -2.3421 -3.7323 6.0631 0.084
H -2.7360 -5.4547 5.8396 0.277
H -4.7752 -4.6287 3.4470 0.325
H -3.7391 -6.1787 3.6076 0.282
H -4.0030 -5.8366 1.2684 0.469
H -2.3444 -5.5148 1.5451 0.259
H -3.1899 -4.3886 -0.7782 0.350
H -4.2511 -2.9485 -0.5261 0.213
H -4.7978 -4.7092 -0.3243 0.324
Se 3.4400 -2.9290 6.9202 -0.392
Sb 2.0189 -1.8074 5.2135 0.852
Se -0.2379 -1.4163 6.2231 -0.638
Se 2.9970 0.2361 4.1531 -0.697
Se 1.8616 -3.7546 3.6315 -0.686
C -5.4166 4.7555 0.5346 -1.021
Si -3.8184 5.7594 0.6561 0.790
C -3.9702 7.3015 -0.3294 -1.161
C -3.4585 6.2604 2.3880 -1.069
Sb -1.8618 4.2638 -0.2367 -0.076
Si -2.6509 2.7649 -2.1122 0.631
C -4.0115 1.7580 -1.3313 -0.812
C -1.4328 1.6572 -2.9474 -0.676
C -3.3463 4.0323 -3.3882 -1.369
Si 0.3471 5.3305 -1.2732 0.538
C 1.9405 4.4359 -0.5565 -0.773
C 0.3141 5.3844 -3.0954 -0.988
C 0.4816 7.0688 -0.5409 -1.006
H -6.1148 5.1844 1.3094 0.409
H -5.2120 3.6659 0.7887 0.128
H -6.0294 4.6755 -0.3878 0.363
H -3.1026 7.5967 -1.0096 0.240
H -3.9421 8.2014 0.3012 0.390
H -4.8996 7.3316 -1.0280 0.302
H -3.2815 5.3939 3.0764 0.214
H -4.3345 6.8569 2.7704 0.388
H -2.6746 7.0515 2.4607 0.320
H -4.8275 1.6378 -2.0199 0.438
H -4.5357 2.3936 -0.5204 0.000
H -3.5773 0.8341 -0.9837 0.214
H -1.9224 0.9440 -3.6786 0.397
H -1.0756 0.9624 -2.1918 -0.044
H -0.5688 2.2512 -3.4376 0.170
H -3.1383 5.0241 -3.0786 0.387
H -4.4468 4.0126 -3.5631 0.372
H -2.7960 3.9575 -4.3070 0.439
H 2.0492 3.3719 -0.7987 0.065
H 1.9056 4.5144 0.5793 0.266
H 2.8076 5.0100 -1.0254 0.307
H 0.8622 6.2454 -3.5268 0.425
H -0.7588 5.4349 -3.3528 0.181
H 0.7783 4.5014 -3.6012 0.294
H 0.4019 7.0762 0.5650 0.296
H -0.3693 7.6840 -0.9828 0.229
H 1.4859 7.5231 -0.7489 0.355
C 4.9456 -1.3296 -0.4747 -1.469
C 4.8265 -1.0209 -1.9842 2.200
C 6.1902 -1.2880 -2.5642 -2.031
C 4.5786 0.4707 -2.1330 -2.312
C 3.6604 -1.8584 -2.7472 2.866
O 3.8839 -1.8481 -4.1937 -0.736
C 3.7236 -3.2607 -2.1878 -1.949
C 3.0612 -4.4467 -2.9837 -0.693
C 3.3738 -5.8566 -2.5292 1.003
C 3.2338 -6.8566 -3.4706 -0.637
C 3.0858 -8.1814 -3.0597 -0.307
C 3.3056 -8.5856 -1.7347 -0.059
Cl 3.6854 -10.2639 -1.2841 -0.223
C 3.6778 -7.5518 -0.8729 -0.510
C 3.6251 -6.1592 -1.1977 -0.716
C 2.2617 -1.2957 -2.6771 -2.880
N 1.7225 -1.1419 -1.2868 1.016
C 0.9010 -1.9183 -0.5367 -0.466
N 0.4154 -1.2533 0.4818 0.597
C 0.9755 -0.0026 0.3454 -1.091
N 1.7349 0.1047 -0.6806 -0.336
H 3.9340 -1.3756 -0.0894 0.211
H 5.5904 -0.5948 0.1121 0.438
H 5.4900 -2.3631 -0.3792 0.246
H 7.0132 -0.9313 -1.9685 0.482
H 6.3828 -0.7492 -3.5123 0.364
H 6.4811 -2.3376 -2.7304 0.326
H 5.4143 1.0372 -1.7295 0.540
H 3.7967 0.7185 -1.4751 0.495
H 4.4404 0.7586 -3.2066 0.299
H 4.5020 -2.5238 -4.6139 0.434
H 3.4042 -3.2853 -1.1379 0.531
H 4.7708 -3.5352 -2.0867 0.673
H 3.2376 -4.4444 -4.0564 0.327
H 2.0219 -4.3141 -2.8317 0.283
H 3.2671 -6.6333 -4.5860 0.254
H 2.7726 -8.9124 -3.7831 0.391
H 3.9359 -7.7369 0.1709 0.363
H 3.7344 -5.3837 -0.4450 0.481
H 1.5006 -1.8414 -3.2435 0.514
H 2.2728 -0.3039 -3.0964 0.548
H 0.5234 -2.9116 -0.8700 0.273
H 0.6892 0.9246 0.8860 0.435
```

Summary:
* Kohn-Sham gap (spin up / spin down): 4.874 / 4.894 eV
* HOMO (spin up / spin down): -3.57 / -3.59 eV
* total charge: -1

Entry two
This record from OMol25 describes C33H66ClN3O6RbSb2Se4Si3 as an isolated structure. The level of theory is ωB97M-V/def2-TZVPD.

Geometry as XYZ:
```
119
Properties=species:S:1:pos:R:3:mulliken_charge:R:1
Rb 0.2007 -1.4229 -0.2790 1.071
C 2.6005 -2.8225 2.8496 -1.486
C 1.9158 -1.5068 2.4907 2.568
C 2.1220 -0.4742 3.5866 -1.722
O 0.4991 -1.7501 2.3512 0.659
C 2.3423 -0.9128 1.1058 -0.721
O 2.1539 0.2912 0.9227 -0.788
O 2.6660 -1.7271 0.2085 -0.380
H 2.0941 -3.2728 3.7056 0.302
H 3.6472 -2.6673 3.0971 0.418
H 2.5422 -3.5204 2.0121 0.141
H 1.7919 -0.8501 4.5519 0.387
H 1.5747 0.4305 3.3463 0.031
H 3.1773 -0.2259 3.6436 0.520
H 0.4404 -2.4517 1.6863 -0.720
C -0.9755 -2.7680 -3.1649 -0.516
O -1.6209 -2.3255 -1.9874 0.201
C -2.4772 -3.2970 -1.4376 -0.266
C -1.7698 -4.3454 -0.5830 -0.420
O -1.3877 -3.7763 0.6537 1.124
C -0.8136 -4.7440 1.5014 -0.994
H -1.7044 -2.9918 -3.9531 0.311
H -0.3745 -3.6669 -3.0046 -0.003
H -0.3204 -1.9653 -3.5062 0.188
H -3.0284 -3.8081 -2.2357 0.508
H -3.1836 -2.7561 -0.8012 -0.464
H -0.8916 -4.7430 -1.1058 -0.003
H -2.4494 -5.1899 -0.4006 0.393
H -1.5100 -5.5741 1.6759 0.389
H -0.5826 -4.2607 2.4490 0.238
H 0.1056 -5.1669 1.0747 -0.202
Se 1.8796 -6.4051 -0.7913 -0.547
Sb 2.9785 -5.3269 -2.8578 0.439
Se 5.2999 -5.9195 -3.2292 -0.585
Se 1.3412 -5.2377 -4.6538 -0.613
Se 2.4149 -4.0476 -0.6991 0.262
C -1.3761 -0.2926 5.2105 -0.740
Si -2.1094 0.8487 3.8591 0.897
C -3.5612 1.7732 4.7201 -1.186
C -0.8520 2.2451 3.4974 -0.988
Sb -2.5111 -0.5703 1.7130 -1.476
Si -4.2808 -2.0946 2.8723 0.610
C -5.5770 -1.3955 4.1113 -1.209
C -3.3710 -3.4457 3.8812 -0.962
C -5.3442 -3.0575 1.5978 -1.112
Si -4.2754 1.0296 0.6594 0.704
C -3.4854 2.4943 -0.2902 -0.995
C -5.2400 0.0234 -0.6579 -1.095
C -5.6601 1.8723 1.7006 -1.039
H -0.8343 0.2659 5.9677 0.459
H -0.6863 -0.9996 4.7632 -0.106
H -2.1567 -0.8564 5.7124 0.353
H -3.2492 2.1673 5.6827 0.391
H -4.4100 1.1239 4.8935 0.252
H -3.9034 2.6098 4.1222 0.289
H -0.5456 2.7561 4.4059 0.510
H -1.2859 2.9880 2.8344 0.376
H 0.0425 1.8546 3.0250 -0.105
H -5.1103 -1.1219 5.0510 0.305
H -6.3423 -2.1342 4.3290 0.442
H -6.0784 -0.5178 3.7199 0.256
H -2.6095 -3.0100 4.5189 0.229
H -2.8825 -4.1484 3.2171 0.096
H -4.0529 -4.0080 4.5137 0.458
H -6.0804 -2.4131 1.1302 0.348
H -5.8802 -3.8764 2.0686 0.459
H -4.7261 -3.4784 0.8125 0.140
H -2.9550 2.1247 -1.1589 0.051
H -2.7732 3.0296 0.3298 0.284
H -4.2284 3.2080 -0.6323 0.534
H -4.5744 -0.6317 -1.2107 0.125
H -5.7426 0.6662 -1.3755 0.446
H -5.9972 -0.5957 -0.1891 0.341
H -5.3061 2.7788 2.1826 0.353
H -6.0316 1.2089 2.4729 0.125
H -6.5029 2.1477 1.0711 0.409
C 3.3019 3.5644 -1.4153 -1.565
C 2.7528 4.2959 -2.6433 2.656
C 3.9317 4.9883 -3.3504 -2.160
C 1.8199 5.4164 -2.1586 -2.018
C 2.0006 3.3253 -3.6333 1.392
O 1.9712 3.8752 -4.9454 -0.711
C 2.5384 1.8727 -3.6705 -0.822
C 3.9175 1.6459 -4.3249 -1.388
C 4.9804 1.1599 -3.3761 0.032
C 4.7702 0.0224 -2.6036 0.071
C 5.7508 -0.4614 -1.7600 -1.117
C 6.9671 0.1971 -1.6907 0.489
Cl 8.2138 -0.4028 -0.6563 -0.263
C 7.2012 1.3318 -2.4473 -0.976
C 6.2079 1.8025 -3.2862 0.056
C 0.4742 3.2102 -3.3481 -2.573
N 0.0975 2.4713 -2.1842 1.207
C -0.4656 1.2584 -2.1111 -0.169
N -0.7165 0.9450 -0.8614 0.750
C -0.2539 2.0106 -0.1832 -0.843
N 0.2289 2.9535 -0.9464 -0.647
H 3.7158 4.2954 -0.7245 0.595
H 4.0990 2.8761 -1.6808 0.155
H 2.5280 3.0188 -0.8847 0.109
H 4.4206 5.6577 -2.6444 0.458
H 3.5837 5.5860 -4.1916 0.452
H 4.6776 4.2754 -3.6888 0.345
H 2.4022 6.1647 -1.6248 0.542
H 1.0725 5.0261 -1.4751 0.270
H 1.3384 5.9104 -3.0000 0.332
H 2.8478 3.7916 -5.3349 0.585
H 1.8046 1.2980 -4.2432 0.577
H 2.5430 1.4759 -2.6553 0.430
H 4.2731 2.5471 -4.8290 0.647
H 3.8042 0.8853 -5.1029 0.284
H 3.8272 -0.5021 -2.6542 0.538
H 5.5662 -1.3429 -1.1679 0.561
H 8.1517 1.8360 -2.3828 0.422
H 6.4051 2.6832 -3.8800 0.273
H 0.0441 2.7118 -4.2210 0.318
H 0.0396 4.2075 -3.2895 0.451
H -0.7142 0.6562 -2.9643 0.368
H -0.2722 2.0901 0.8809 -0.059
```

Summary:
* Kohn-Sham gap: 6.613 eV
* HOMO: -4.91 eV
* total charge: -1

Which of them is the most stable? Correct choice: entry two.

Entry one
This record from OMol25 describes a 4-piece molecular cluster, C33H42ClF3NO4S overall. The level of theory is ωB97M-V/def2-TZVPD.

Geometry as XYZ:
```
85
Properties=species:S:1:pos:R:3:mulliken_charge:R:1
C -3.8657 -1.8393 -2.0285 -0.408
C -3.1479 -1.0583 -2.8244 -0.285
C -2.1636 -0.0859 -3.6844 -0.029
C -2.6005 1.4450 -3.3915 -0.589
C -1.3605 2.3728 -2.8362 -0.528
C -1.4410 2.2899 -1.2120 -0.079
C -0.4945 3.3525 -0.4490 -1.052
N -0.0653 2.9504 0.9388 0.397
C -0.9602 3.4644 2.0492 -1.082
C -2.5247 3.1227 1.8577 0.339
C -3.3060 2.8843 3.2835 -0.228
C -4.8079 2.3919 2.8781 -0.663
S -4.8829 0.6601 2.2069 1.084
O -4.7641 0.7938 0.6816 -0.542
O -6.1820 -0.0663 2.4769 -0.569
Cl -3.1830 -0.4444 2.7847 -0.182
C 0.2415 1.4571 1.0706 1.102
C 1.7903 1.1843 1.5300 -0.814
O 1.8775 1.0278 2.9684 -0.369
C 1.8133 -0.3658 3.3852 -0.511
C 0.0820 0.6716 -0.3608 -0.867
O -1.2841 0.9043 -0.7964 -0.237
H -4.6843 -2.3361 -1.4044 0.359
H -2.2021 -0.3994 -4.7878 0.377
H -1.1010 -0.2188 -3.2219 -0.022
H -3.3911 1.4002 -2.5324 0.212
H -3.1506 1.9569 -4.2761 0.416
H -0.3412 2.0621 -3.2685 0.200
H -1.5661 3.4534 -3.1751 0.361
H -2.5409 2.5812 -0.9461 0.441
H 0.4869 3.6052 -1.0311 0.300
H -1.0717 4.3497 -0.3615 0.392
H 0.8625 3.4159 1.0991 0.558
H -0.6171 2.8982 3.0132 0.294
H -0.7417 4.5806 2.2519 0.368
H -2.6143 2.1282 1.2864 -0.186
H -3.0148 4.0030 1.2663 0.315
H -2.7020 2.0990 3.8673 -0.121
H -3.4084 3.8679 3.8785 0.426
H -5.1363 3.0939 2.0049 0.387
H -5.5523 2.5973 3.7361 0.421
H -0.4356 0.9310 1.8406 -0.192
H 2.5103 2.0385 1.2120 0.284
H 2.1528 0.2463 0.9334 0.326
H 0.8966 -0.5172 4.0874 0.106
H 1.6920 -1.1256 2.5306 0.268
H 2.7579 -0.6601 3.9936 0.261
H 0.2035 -0.4798 -0.2375 0.450
H 0.8786 1.0050 -1.1283 0.110
F -0.8747 1.3771 5.3564 -0.176
C -1.1886 0.4725 6.3028 0.419
C -0.3018 0.2384 7.3429 -0.449
C -0.6292 -0.6935 8.3240 -0.508
C -1.8354 -1.3882 8.2472 -0.463
C -2.7161 -1.1486 7.1953 -0.648
C -2.3937 -0.2089 6.2206 -0.032
H 0.6354 0.7824 7.3814 0.432
H 0.0541 -0.8789 9.1466 0.374
H -2.0880 -2.1182 9.0105 0.380
H -3.6530 -1.6934 7.1347 0.386
H -3.0709 -0.0030 5.3998 0.272
F 2.4476 0.2859 -3.2377 -0.334
C 3.4175 -0.3643 -2.5723 0.394
C 3.8063 -1.6266 -2.9949 -0.528
C 4.8147 -2.2980 -2.3081 -0.325
C 5.4149 -1.7021 -1.1993 -0.549
C 5.0129 -0.4360 -0.7808 -0.533
C 4.0125 0.2392 -1.4745 -0.289
H 3.3225 -2.0769 -3.8537 0.423
H 5.1319 -3.2827 -2.6349 0.400
H 6.1982 -2.2277 -0.6613 0.390
H 5.4785 0.0247 0.0852 0.396
H 3.6931 1.2294 -1.1683 0.568
F 4.5749 -3.7325 -5.0001 -0.251
C 3.8894 -4.2056 -6.0545 0.387
C 3.7435 -3.4132 -7.1834 -0.300
C 3.0377 -3.9050 -8.2778 -0.415
C 2.4766 -5.1798 -8.2262 -0.504
C 2.6251 -5.9650 -7.0854 -0.402
C 3.3402 -5.4778 -5.9952 -0.401
H 4.1800 -2.4208 -7.2021 0.412
H 2.9241 -3.2962 -9.1691 0.359
H 1.9223 -5.5612 -9.0786 0.365
H 2.1840 -6.9560 -7.0454 0.355
H 3.4733 -6.0786 -5.1027 0.396
```

Summary:
* Kohn-Sham gap: 7.330 eV
* HOMO: -10.78 eV
* total charge: +1

Entry two
This record from OMol25 describes a 4-piece molecular cluster, C33H42ClF3NO4S overall. The level of theory is ωB97M-V/def2-TZVPD.

Geometry as XYZ:
```
85
Properties=species:S:1:pos:R:3:mulliken_charge:R:1
C 4.3160 0.3181 1.9629 -0.087
C 4.1742 0.8139 0.8867 -0.658
C 3.9041 1.3969 -0.4279 -0.026
C 4.0985 0.3374 -1.5448 -0.912
C 2.8759 0.1908 -2.4717 -0.815
C 1.9691 -0.9149 -1.9511 0.209
C 0.8475 -1.2460 -2.9464 -1.534
N -0.4107 -1.8094 -2.3228 0.509
C -0.4511 -3.3079 -2.2442 -1.371
C 0.7917 -3.8940 -1.5858 0.562
C 0.4589 -5.1797 -0.8189 -0.504
C 1.6907 -5.6450 -0.0307 -0.958
S 2.1269 -4.6357 1.3844 1.156
O 3.0148 -3.6173 0.9016 -0.522
O 2.6001 -5.4126 2.4794 -0.593
Cl 0.4167 -3.6191 1.9001 -0.180
C -0.7797 -1.1690 -1.0061 2.036
C -2.1865 -0.5490 -1.0598 -1.445
O -3.1744 -1.4337 -0.6147 -0.364
C -3.5237 -1.3261 0.7607 -0.647
C 0.2128 -0.0765 -0.6517 -1.411
O 1.5070 -0.6294 -0.6428 -0.381
H 4.5675 -0.2148 2.8492 0.455
H 4.5377 2.2704 -0.5593 0.410
H 2.8531 1.6839 -0.4186 -0.123
H 4.2451 -0.6209 -1.0488 0.403
H 5.0037 0.5030 -2.1232 0.468
H 2.3409 1.1370 -2.5741 0.308
H 3.2350 -0.0974 -3.4630 0.436
H 2.5942 -1.8016 -1.8484 0.581
H 0.5369 -0.3862 -3.5368 0.385
H 1.2258 -1.9809 -3.6526 0.453
H -1.1712 -1.5494 -2.9487 0.602
H -1.3129 -3.5402 -1.6167 0.419
H -0.6732 -3.7202 -3.2258 0.401
H 1.1685 -3.1789 -0.8542 -0.171
H 1.5505 -4.0860 -2.3438 0.426
H -0.3748 -4.9465 -0.1634 -0.093
H 0.1952 -5.9866 -1.4997 0.538
H 2.5618 -5.5457 -0.6759 0.482
H 1.6141 -6.6953 0.2376 0.481
H -0.7760 -1.9030 -0.2050 -0.459
H -2.4484 -0.2376 -2.0784 0.331
H -2.1368 0.3723 -0.4743 0.580
H -3.3301 -2.2745 1.2630 0.151
H -2.9592 -0.5529 1.2836 0.329
H -4.5848 -1.1057 0.8566 0.275
H 0.0107 0.2858 0.3530 0.764
H 0.1320 0.7824 -1.3302 0.151
F -2.7218 -4.5914 -0.1678 -0.161
C -3.3252 -5.1275 0.9310 0.471
C -4.7011 -5.1866 0.9769 -0.531
C -5.3023 -5.7362 2.1007 -0.496
C -4.5257 -6.2042 3.1530 -0.517
C -3.1414 -6.1284 3.0835 -0.709
C -2.5327 -5.5896 1.9596 -0.065
H -5.2873 -4.8103 0.1487 0.458
H -6.3803 -5.7986 2.1538 0.383
H -5.0007 -6.6276 4.0271 0.396
H -2.5344 -6.4873 3.9033 0.397
H -1.4575 -5.5259 1.8746 0.315
F 0.4327 3.4377 -1.5437 -0.321
C -0.7710 3.8261 -1.0557 0.496
C -0.8256 4.8168 -0.0993 -0.632
C -2.0644 5.2033 0.3922 -0.310
C -3.2220 4.5904 -0.0741 -0.592
C -3.1437 3.5918 -1.0349 -0.549
C -1.9073 3.2094 -1.5356 -0.320
H 0.0868 5.2748 0.2542 0.448
H -2.1243 5.9829 1.1376 0.410
H -4.1854 4.8923 0.3136 0.402
H -4.0437 3.1110 -1.3952 0.405
H -1.8163 2.4404 -2.2937 0.576
F -0.1199 7.4684 1.1779 -0.261
C 1.0832 7.9520 1.5712 0.472
C 1.9858 8.3523 0.6081 -0.378
C 3.2158 8.8493 1.0142 -0.367
C 3.5248 8.9302 2.3650 -0.573
C 2.6004 8.5174 3.3147 -0.347
C 1.3647 8.0266 2.9193 -0.472
H 1.7256 8.2757 -0.4394 0.423
H 3.9333 9.1747 0.2735 0.363
H 4.4856 9.3161 2.6770 0.376
H 2.8407 8.5774 4.3673 0.360
H 0.6267 7.7069 3.6429 0.405
```

Summary:
* Kohn-Sham gap: 8.316 eV
* HOMO: -10.83 eV
* total charge: +1

Which of them is the most stable? Correct choice: entry two.